1.
47
Properties=species:S:1:pos:R:3:forces:R:3 method="wB97M-V/def2-TZVPD" multiplicity=2 total_energy_ha=-2675.59890 de_lowest_ev=4.655 homo_ha="-0.310 / -0.310" fmax_ha_per_bohr=0.0615
C 1.053 0.662 -2.726 0.972 1.456 -0.956
C 0.058 -3.001 -2.035 1.339 -2.866 0.069
H 0.105 1.034 -3.162 0.521 -0.331 0.022
H 1.846 0.448 -3.484 -0.788 -0.214 0.273
H 1.490 1.451 -2.073 -0.631 -0.851 -0.183
H -0.186 -3.593 -1.146 0.524 0.079 -0.494
H -0.974 -2.953 -2.451 0.516 1.668 -0.133
H 0.635 -3.620 -2.731 -0.666 -0.213 0.000
C -2.133 1.077 -1.417 -0.738 0.262 0.449
C -3.057 1.986 -0.867 0.260 -0.629 -0.035
C -3.697 1.617 0.320 0.273 -0.214 -0.138
C -3.331 0.421 0.940 0.633 -0.360 -0.308
H -1.593 1.323 -2.333 -0.359 -0.066 0.196
H -3.268 2.915 -1.394 0.018 -0.182 0.275
H -4.457 2.247 0.774 0.160 -0.027 -0.092
H -3.740 0.106 1.898 -0.036 0.380 -0.241
N -1.863 -0.105 -0.876 0.463 -0.065 0.124
C -2.368 -0.414 0.328 -0.762 0.838 -0.354
C -1.881 -1.648 1.004 -0.181 -1.226 0.888
N -0.760 -2.196 0.555 0.356 0.470 -0.145
C -0.209 -3.239 1.156 -0.874 -0.323 0.413
C -2.032 -3.398 2.694 0.094 0.378 -0.276
C -0.819 -3.905 2.225 0.224 0.263 -0.525
H 0.722 -3.609 0.717 -0.266 0.037 0.313
H -0.338 -4.814 2.581 -0.281 0.251 0.302
C -2.565 -2.254 2.089 0.448 0.251 -0.425
H -3.501 -1.810 2.407 0.054 -0.315 0.198
H -2.548 -3.874 3.524 0.028 0.071 -0.191
Cu 0.526 -1.092 -2.021 0.017 1.276 1.955
C 1.861 -2.537 -1.254 -0.006 0.151 0.421
H 2.163 -3.585 -1.219 -0.532 0.118 -0.315
H 1.801 -2.127 -0.250 -0.353 0.116 -0.087
H 2.677 -1.985 -1.736 -0.503 0.151 -0.513
O 2.916 -0.132 0.563 -1.500 -0.070 -0.487
C 1.876 0.529 0.332 1.331 0.343 0.127
O 0.754 0.137 -0.139 0.393 -0.305 -0.162
C 2.017 2.037 0.579 -0.037 0.487 0.422
C 0.926 2.931 0.584 0.597 -0.327 -0.116
C 1.143 4.300 0.770 0.240 -0.238 0.092
C 2.435 4.791 0.991 0.013 -0.415 -0.119
C 3.517 3.902 1.027 -0.323 -0.150 -0.025
C 3.308 2.537 0.831 -0.354 0.072 -0.061
H -0.077 2.526 0.446 0.229 0.142 -0.065
H 0.297 4.982 0.753 0.108 -0.046 0.033
H 2.603 5.855 1.134 -0.068 -0.156 -0.015
H 4.531 4.253 1.214 -0.239 0.068 -0.035
H 4.134 1.824 0.879 -0.315 0.260 -0.074

---

2.
64
Properties=species:S:1:pos:R:3:forces:R:3 method="wB97M-V/def2-TZVPD" multiplicity=3 total_energy_ha=-2773.88137 de_lowest_ev=1.319 homo_ha="-0.509 / -0.509" total_charge=+2 fmax_ha_per_bohr=0.0577
W -0.762 0.264 0.483 0.015 1.173 0.492
N 0.195 3.802 3.091 -0.631 -0.573 0.071
C -0.081 3.475 1.811 0.930 -0.318 0.589
N -0.478 2.207 1.829 -0.706 -1.625 -1.289
C -0.525 1.815 3.143 1.009 0.795 -0.388
N -0.073 2.758 3.918 -0.180 0.758 0.680
C -0.886 0.443 3.553 -0.559 0.520 -0.211
C -0.755 -0.031 4.860 -0.429 -0.695 0.492
N -0.977 -1.319 5.153 0.910 0.309 -0.951
C -1.234 -2.153 4.136 -0.398 -0.206 0.761
C -1.634 -1.659 2.899 -0.189 1.063 -0.081
N -1.458 -0.322 2.593 1.328 -1.565 -0.213
H 0.418 4.711 3.509 0.021 -0.526 -0.347
H 0.196 4.099 0.948 -0.579 -0.441 0.503
H -0.490 0.581 5.723 -0.038 0.209 -0.515
H -1.159 -3.233 4.383 -0.479 0.843 -0.418
H -2.217 -2.266 2.211 0.549 0.091 -0.244
C -2.440 -3.992 -3.062 0.097 1.238 -1.978
C -1.630 -2.679 -3.066 -0.844 0.968 0.852
S -0.546 -2.617 -1.589 0.967 2.518 0.802
O -1.024 -1.526 -0.452 -0.020 -0.783 -0.800
C 0.859 -1.731 -2.405 0.123 -0.798 -0.299
C 0.648 -0.457 -3.256 0.172 0.356 1.665
H -3.121 -3.945 -3.953 0.520 -0.133 0.806
H -3.035 -4.117 -2.193 -0.427 -0.220 0.798
H -1.745 -4.808 -3.240 -0.148 -0.261 0.259
H -2.149 -1.672 -3.083 0.308 -1.727 -0.091
H -0.905 -2.674 -3.871 0.131 -0.040 -0.213
H 1.118 -2.598 -3.046 0.538 0.514 0.139
H 1.668 -1.572 -1.685 -0.329 -0.348 0.100
H 1.624 0.138 -3.220 -1.438 -0.951 -0.442
H -0.167 0.169 -2.866 0.386 0.049 0.260
H 0.278 -0.741 -4.209 0.326 -0.003 -1.185
F 7.303 -0.474 2.287 -1.252 0.268 -0.070
C 6.289 -0.464 1.413 0.087 -0.130 -0.179
C 5.165 0.274 1.477 0.766 -0.792 -0.941
N 4.323 0.372 0.341 -1.383 -0.892 -0.194
C 3.163 1.283 0.333 1.593 0.548 -0.624
C 1.789 0.624 0.332 0.986 0.988 0.203
O 0.899 1.109 -0.459 -0.881 -0.220 -0.160
O 1.427 -0.222 1.169 -1.087 -0.424 0.042
C 4.408 -0.543 -0.750 -0.336 2.235 0.227
O 3.745 -0.450 -1.800 0.451 -0.327 2.308
N 5.369 -1.456 -0.519 0.374 -2.283 -1.859
C 6.465 -1.469 0.332 0.720 1.529 1.854
O 7.430 -2.178 0.315 -0.775 -0.460 -0.932
H 4.855 0.784 2.350 -0.051 0.796 0.547
H 3.312 1.906 -0.568 -0.684 -0.327 0.212
H 3.271 2.013 1.174 -0.343 -0.866 -0.385
H 5.381 -2.198 -1.215 0.219 0.175 -0.105
C -4.531 1.894 0.061 -1.544 -0.965 1.370
C -3.429 1.536 -0.893 -0.940 -1.748 0.185
O -2.369 1.044 -0.122 1.409 0.288 0.137
C -3.065 2.786 -1.662 -0.428 1.457 -1.401
F -4.201 3.434 -2.120 1.815 -1.386 0.117
F -2.214 2.537 -2.722 -1.143 0.879 1.773
F -2.529 3.638 -0.772 0.709 -0.173 -0.698
C -3.809 0.334 -1.801 1.200 -0.905 0.091
F -4.824 0.514 -2.626 0.327 -0.309 0.875
F -3.976 -0.780 -0.968 -0.301 1.567 -1.638
F -2.695 0.043 -2.582 -1.201 0.242 0.681
H -4.135 2.687 0.758 -0.949 -0.649 -0.883
H -4.845 0.988 0.671 0.888 0.965 -0.554
H -5.483 2.085 -0.482 0.818 0.727 0.396

---

3.
46
Properties=species:S:1:pos:R:3:forces:R:3 method="wB97M-V/def2-TZVPD" total_energy_ha=-1035.24825 de_lowest_ev=3.602 homo_ha=-0.322 fmax_ha_per_bohr=0.0819
C 0.928 -1.754 -1.963 -0.739 0.602 -0.436
C 0.304 -0.547 -1.309 -3.123 -0.583 -0.846
N -0.999 -0.339 -1.278 0.764 0.921 0.835
O -1.925 -1.241 -1.916 1.074 -0.429 -0.101
C -3.270 -0.944 -1.831 -3.970 1.407 0.068
O -4.057 -1.025 -2.778 2.735 -0.375 -0.021
N -3.899 -0.539 -0.645 3.295 -1.026 0.821
C -5.186 0.134 -0.609 -0.108 0.300 -0.665
C -6.270 -0.785 -0.108 -0.997 -0.749 0.659
C -5.948 -1.482 1.247 1.126 1.241 -1.091
C -4.523 -2.078 1.187 -0.333 -0.096 0.153
C -3.432 -1.103 0.657 -1.440 -0.386 -0.446
C 1.128 0.517 -0.643 -0.140 0.161 0.546
C 0.519 1.682 -0.145 -1.091 0.156 -0.591
C 1.197 2.631 0.580 0.312 -0.577 -0.073
C 2.554 2.438 0.790 0.572 0.695 0.903
C 3.247 1.340 0.332 -1.307 -0.604 -0.759
C 4.715 1.204 0.533 -1.624 -0.225 0.610
C 5.469 0.853 -0.551 1.729 0.076 -0.014
C 6.852 0.736 -0.407 0.281 0.277 1.289
C 7.448 0.942 0.858 -0.579 -0.103 0.153
C 6.640 1.222 1.982 0.006 0.045 -1.235
C 5.274 1.367 1.798 0.357 0.064 0.198
C 2.480 0.360 -0.378 1.380 0.020 0.375
H 1.406 -2.318 -1.177 0.407 -0.385 0.003
H 0.131 -2.362 -2.447 0.697 0.425 0.331
H 1.654 -1.395 -2.713 -0.148 -0.425 0.330
H -5.106 1.006 0.054 0.181 -0.050 0.055
H -5.461 0.521 -1.616 0.463 -0.417 0.673
H -6.389 -1.592 -0.837 -0.191 0.171 -0.161
H -7.233 -0.233 -0.012 0.573 -0.344 -0.229
H -5.990 -0.723 2.041 -0.038 -0.222 0.027
H -6.668 -2.259 1.446 -0.293 -0.204 0.165
H -4.518 -2.943 0.490 -0.068 0.287 0.520
H -4.317 -2.421 2.221 0.421 -0.033 -0.623
H -2.525 -1.697 0.557 0.121 0.420 -0.314
H -3.273 -0.296 1.348 0.225 0.459 0.472
H -0.530 1.854 -0.379 0.166 -0.212 0.159
H 0.693 3.485 1.014 -0.016 0.010 -0.205
H 3.099 3.168 1.383 0.000 0.063 -0.134
H 5.033 0.764 -1.522 -0.324 -0.152 -0.432
H 7.468 0.513 -1.258 0.187 -0.063 -0.216
H 8.527 0.889 1.015 -0.268 -0.100 -0.318
H 7.048 1.370 2.969 0.254 -0.054 0.018
H 4.660 1.614 2.661 -0.112 -0.079 -0.243
H 3.045 -0.536 -0.642 -0.417 0.093 -0.211